# C36H40As2Br2N3O5ReSi

A structure of composition C36H40As2Br2N3O5ReSi (ωB97M-V/def2-TZVPD, OMol25).

Geometry as XYZ:
```
90
Properties=species:S:1:pos:R:3:forces:R:3:lowdin_spin:R:1
Re 0.215 0.268 0.520 -0.07 -0.22 -0.46 2.2246
C -1.372 3.751 0.568 -0.03 0.03 0.01 0.0029
As -0.680 2.319 1.669 -0.11 0.14 0.21 0.0391
C 0.479 3.302 2.876 -0.02 0.07 -0.04 0.0090
C -2.172 1.762 2.788 0.03 0.04 0.00 0.0026
C -2.904 2.738 3.459 0.01 -0.01 0.04 -0.0006
C -3.964 2.381 4.278 0.03 0.01 -0.04 -0.0002
C -4.293 1.043 4.430 0.00 -0.02 0.01 0.0004
C -3.570 0.069 3.758 0.01 -0.01 0.01 0.0000
C -2.502 0.411 2.932 -0.05 -0.05 -0.07 0.0063
As -1.596 -1.004 1.899 -0.10 0.08 0.29 0.0283
C -1.258 -2.374 3.225 -0.01 0.00 -0.02 0.0088
C -3.103 -1.815 0.973 0.03 -0.09 -0.03 -0.0014
H -1.670 4.588 1.201 -0.01 -0.03 -0.04 0.0000
H -2.221 3.410 -0.017 -0.01 0.00 0.00 0.0000
H -0.576 4.073 -0.104 -0.01 -0.01 0.02 -0.0001
H -0.096 3.597 3.753 0.04 0.03 -0.02 0.0004
H 0.844 4.188 2.357 0.00 -0.02 0.01 0.0001
H 1.323 2.685 3.171 0.00 -0.02 0.00 0.0008
H -2.649 3.787 3.352 0.00 -0.02 -0.01 0.0000
H -4.531 3.144 4.792 -0.01 0.02 0.02 0.0000
H -5.116 0.756 5.071 -0.01 0.00 0.00 0.0000
H -3.855 -0.970 3.880 0.01 0.01 -0.01 0.0001
H -2.153 -2.452 3.843 0.06 -0.01 -0.01 0.0004
H -0.398 -2.142 3.843 -0.07 -0.03 -0.06 0.0002
H -1.100 -3.299 2.678 0.00 0.00 -0.02 0.0003
H -3.150 -2.851 1.304 -0.01 0.03 -0.02 -0.0002
H -2.927 -1.814 -0.100 -0.01 0.01 0.05 -0.0003
H -4.024 -1.291 1.222 0.04 -0.06 -0.01 -0.0002
C -3.400 0.906 -0.474 0.02 0.02 0.16 0.0057
C -2.386 0.906 -1.568 -0.09 -0.03 -0.07 0.0201
C -2.889 1.052 -2.881 0.06 0.00 0.01 -0.0060
C -2.049 1.187 -3.939 0.02 0.00 0.01 0.0146
C -0.659 1.234 -3.705 0.05 -0.01 -0.08 -0.0021
C 0.317 1.479 -4.705 0.07 -0.01 0.11 0.0266
Br -0.203 1.693 -6.504 -0.01 0.00 -0.04 0.0060
C 1.639 1.585 -4.379 -0.12 -0.01 0.07 -0.0069
C 2.057 1.446 -3.043 -0.13 -0.03 -0.10 0.0298
Br 3.881 1.655 -2.663 -0.01 -0.03 0.07 0.0077
C 1.148 1.171 -2.045 -0.08 -0.13 -0.02 -0.0039
O 1.478 1.038 -0.767 0.20 0.35 0.09 0.1379
C -0.227 1.057 -2.379 0.20 0.02 -0.07 0.0064
N -1.087 0.836 -1.321 0.11 -0.11 -0.10 0.0039
H -3.915 1.870 -0.472 -0.01 0.01 -0.02 0.0008
H -2.965 0.764 0.509 -0.04 0.04 -0.10 0.0023
H -4.159 0.144 -0.647 0.01 0.02 0.01 0.0009
H -3.961 1.063 -3.019 -0.03 0.00 0.00 -0.0005
H -2.428 1.290 -4.946 -0.01 0.01 0.00 0.0010
H 2.379 1.786 -5.140 0.00 0.00 -0.02 -0.0009
C 4.319 0.773 3.100 -0.03 -0.03 -0.04 0.0000
Si 3.366 0.752 1.484 -0.17 0.08 0.20 0.0275
C 3.326 2.551 0.946 -0.08 -0.03 -0.05 0.0026
C 4.139 -0.492 0.334 -0.04 0.06 -0.05 0.0097
N 1.671 0.201 1.848 0.21 0.01 0.14 0.2457
C 1.533 -0.431 3.117 0.05 -0.16 0.01 0.0388
C 0.718 0.086 4.122 0.06 0.15 0.07 0.0101
C 0.669 -0.501 5.379 0.02 -0.02 -0.01 0.0003
C 1.418 -1.635 5.652 0.02 0.02 0.00 0.0044
C 2.218 -2.173 4.651 0.01 0.01 0.03 0.0019
C 2.280 -1.576 3.403 -0.16 -0.12 -0.03 0.0112
H 5.086 1.544 3.020 0.07 0.02 -0.01 0.0001
H 4.821 -0.167 3.326 -0.02 -0.06 0.01 0.0000
H 3.691 1.026 3.955 -0.02 0.05 0.02 0.0001
H 4.112 2.757 0.219 0.06 -0.01 -0.01 0.0003
H 3.514 3.178 1.819 -0.01 0.04 0.02 -0.0001
H 2.388 2.856 0.483 0.04 -0.02 0.02 -0.0002
H 5.104 -0.146 -0.038 0.05 0.03 -0.01 0.0015
H 3.502 -0.722 -0.518 -0.02 0.00 -0.04 0.0004
H 4.314 -1.417 0.888 0.02 -0.03 -0.01 0.0000
H 0.129 0.975 3.948 0.03 0.00 -0.01 -0.0002
H 0.038 -0.067 6.143 -0.01 0.01 0.02 0.0001
H 1.384 -2.094 6.630 -0.01 -0.01 0.02 0.0003
H 2.808 -3.058 4.846 0.01 -0.02 0.01 0.0002
H 2.910 -2.000 2.634 0.03 0.01 -0.05 0.0007
O -0.559 -3.067 0.372 0.08 0.01 0.22 0.0057
C 0.460 -2.700 -0.193 -0.24 -0.20 -0.19 0.0101
O 0.781 -1.466 -0.414 0.13 0.24 -0.02 0.0620
C 1.468 -3.678 -0.724 -0.02 -0.02 0.05 0.0005
C 2.371 -4.251 0.165 -0.04 -0.04 -0.02 0.0003
C 3.335 -5.130 -0.296 -0.04 0.03 -0.04 0.0000
C 3.358 -5.425 -1.646 0.03 -0.04 -0.03 0.0003
C 2.458 -4.889 -2.546 -0.08 0.04 0.07 0.0001
C 1.506 -3.998 -2.074 0.09 0.00 -0.02 0.0006
N 4.392 -6.354 -2.148 -0.02 0.06 0.05 0.0000
O 5.264 -6.683 -1.372 0.02 -0.06 -0.01 0.0000
O 4.304 -6.717 -3.301 0.02 -0.02 -0.03 0.0001
H 2.313 -4.016 1.220 0.01 0.02 0.03 0.0000
H 4.057 -5.586 0.364 0.02 -0.01 0.01 0.0000
H 2.509 -5.168 -3.588 0.02 0.00 -0.01 0.0000
H 0.797 -3.555 -2.760 -0.02 0.03 -0.01 0.0001
```
Forces are in eV/Å.

The calculation puts the total energy at -11923.47958 a.u. As for the lowest unoccupied orbital energy (spin up / spin down): -3.073 / -4.084 eV. The spin multiplicity is 4. The net charge is +1. The expectation value of S² is 3.7736. Its energy relative to the best compared isomer or geometry (same formula, charge and spin) is 20.0 kcal per mole. The value obtained for the HOMO energy (spin up / spin down) is -10.59 / -10.96 eV.

=====

# C36H40AsF6O8S4

A structure of composition C36H40AsF6O8S4 in a non-equilibrium geometry (ωB97M-V/def2-TZVPD, OMol25).

Geometry as XYZ:
```
95
Properties=species:S:1:pos:R:3:forces:R:3:mulliken_charge:R:1
As -0.780 -3.652 0.809 -0.26 -0.11 0.92 2.0009
F 0.901 -4.080 0.348 -1.29 0.70 0.34 -0.4993
F -1.160 -3.311 -0.943 0.66 0.08 1.97 -0.4631
F -2.527 -3.234 1.181 1.99 -0.14 -0.36 -0.5270
F -0.477 -4.110 2.520 -0.21 0.71 -1.26 -0.4826
F -0.248 -2.012 1.264 -0.67 -1.01 -0.98 -0.4483
F -1.225 -5.306 0.612 -0.20 0.00 -0.58 -0.4848
C -5.370 -2.732 2.231 0.25 -0.64 0.06 -0.6207
S -5.860 -1.487 3.484 2.19 -0.70 1.86 0.2826
O -5.646 -2.176 4.857 -0.46 1.29 -2.71 -0.4821
C -4.429 -0.329 3.097 -0.81 -0.02 -0.61 -0.9098
H -4.366 -3.128 2.382 -0.12 -0.05 0.92 -0.0184
H -5.248 -2.511 1.170 -0.83 0.92 -0.01 0.3818
H -6.122 -3.509 2.365 0.15 -0.11 -0.10 0.3714
H -4.833 0.053 2.160 0.14 0.39 -0.18 0.3825
H -3.450 -0.740 2.848 -0.17 -0.66 0.34 0.1541
H -4.291 0.516 3.771 -0.43 -0.27 0.25 0.4700
C 0.947 -5.954 -1.961 -0.86 0.06 -0.28 -0.6243
S 1.905 -6.897 -3.217 1.61 3.10 -0.43 0.4016
O 2.519 -5.846 -4.203 -1.74 -1.71 1.03 -0.6357
C 3.357 -7.036 -2.129 -0.11 -0.73 0.46 -0.7609
H 0.667 -6.547 -1.090 0.64 -0.31 0.10 0.5079
H -0.044 -5.646 -2.296 0.14 0.04 -0.71 0.4446
H 1.469 -5.046 -1.659 0.24 -0.35 -0.11 -0.1374
H 3.113 -6.671 -1.131 0.10 -0.08 -0.06 0.2535
H 4.120 -6.411 -2.594 -0.19 -0.10 -0.04 0.2547
H 3.678 -8.076 -2.071 0.12 0.04 0.02 0.3466
C -2.725 -1.838 7.132 1.75 0.50 0.59 -0.9908
S -3.031 -3.638 6.806 -2.52 1.82 -0.21 0.4566
O -4.492 -3.750 7.194 1.40 -0.68 -0.21 -0.6118
C -2.856 -3.617 4.983 -0.17 0.39 0.49 -0.4120
H -3.535 -1.198 7.482 -0.67 -0.87 -0.34 0.3263
H -2.162 -1.239 6.416 -0.23 -0.48 -0.82 0.3004
H -2.002 -1.818 7.948 -0.04 -0.26 0.44 0.3972
H -1.773 -3.533 4.885 0.01 -0.48 -0.56 0.3884
H -3.345 -2.797 4.456 0.00 0.19 0.63 -0.2728
H -3.338 -4.514 4.595 0.60 -0.29 0.13 0.3685
C 0.238 1.023 2.204 0.12 -0.50 1.12 -0.4814
S 0.996 2.655 2.220 0.21 2.74 1.02 0.6343
O 1.100 3.259 3.652 -0.12 -1.74 -2.29 -0.7215
C 2.728 2.274 1.666 -0.59 -1.86 0.33 -0.7869
H 0.314 0.559 1.220 0.33 -0.05 0.14 -0.1247
H -0.814 1.041 2.488 -0.21 0.98 -0.46 0.1076
H 0.591 0.424 3.043 0.86 -0.33 -0.37 0.5774
H 2.924 1.372 2.247 0.57 0.04 0.19 0.3727
H 3.543 2.988 1.786 -0.78 0.46 0.41 0.3572
H 2.749 1.924 0.634 -0.44 0.25 -0.19 0.0504
C -2.266 0.046 -1.365 0.22 0.65 0.03 -1.0841
C -1.840 0.568 -2.556 -0.28 1.16 -1.83 -0.4201
C -1.635 1.940 -2.744 0.27 0.81 1.35 -1.0990
C -1.820 2.893 -1.678 0.28 -1.65 -1.68 0.7438
C -2.172 2.329 -0.449 0.72 -0.45 -1.22 0.4576
C -2.281 0.941 -0.321 -1.48 -0.46 1.02 -0.1280
C -2.411 3.208 0.669 0.61 2.32 -0.25 0.3384
O -2.666 2.842 1.768 -0.72 -1.31 2.26 -0.6573
C -2.282 4.708 0.467 0.57 0.92 -2.32 0.3233
C -2.517 5.615 1.497 0.50 -0.35 0.26 -0.2731
C -2.438 6.980 1.306 0.49 -0.27 -0.79 -0.4274
C -2.111 7.503 0.054 0.78 -0.54 0.47 -0.5583
C -1.732 6.641 -0.998 -1.12 0.31 1.04 -0.7398
C -1.864 5.253 -0.829 -0.85 1.06 2.52 0.2076
C -1.642 4.385 -1.954 0.23 -2.26 -1.17 0.5163
O -1.347 4.736 -3.084 -0.14 0.28 0.69 -0.6760
H -2.656 -0.955 -1.259 0.48 -0.20 0.13 0.5661
H -1.812 0.007 -3.479 0.19 -0.49 0.11 0.4146
H -1.287 2.270 -3.711 -0.15 0.25 -0.02 0.4794
H -2.640 0.488 0.592 0.15 0.52 0.56 0.4507
H -2.600 5.357 2.543 -0.39 -0.88 -0.15 0.3758
H -2.488 7.565 2.212 -0.29 0.50 -0.25 0.3666
H -1.981 8.575 0.032 -0.04 0.11 -0.59 0.3462
H -1.437 7.065 -1.947 0.13 -0.23 -0.10 0.4686
C 6.623 3.857 -4.094 -2.98 -1.96 -0.53 -0.8135
C 6.908 2.866 -5.072 -0.23 1.39 0.58 -0.2032
C 6.140 1.721 -5.189 0.13 -0.11 1.22 -0.8774
C 5.035 1.494 -4.330 0.20 -1.34 -1.50 0.5247
C 4.571 2.496 -3.487 0.11 -0.21 0.69 0.1369
C 5.407 3.629 -3.358 0.82 0.55 0.02 -0.2200
C 3.247 2.225 -2.684 -0.21 0.97 0.68 0.3842
O 2.620 3.130 -2.123 1.37 -1.50 -1.14 -0.6809
C 2.805 0.756 -2.529 1.04 1.27 -0.96 -0.4676
C 1.729 0.448 -1.728 -0.37 -1.25 1.16 0.1379
C 1.490 -0.903 -1.359 0.53 0.22 -1.78 -0.4882
C 2.337 -1.912 -1.902 -1.87 1.03 0.23 -0.4780
C 3.167 -1.580 -2.931 1.33 -0.17 -0.32 -0.8273
C 3.450 -0.252 -3.242 0.51 0.33 -0.07 0.8168
C 4.340 0.120 -4.397 -0.76 -0.93 -1.23 0.1918
O 4.375 -0.647 -5.374 0.70 1.83 1.77 -0.6097
H 7.085 4.832 -4.054 0.36 -0.22 0.21 0.3692
H 7.693 3.047 -5.792 0.28 -0.15 0.08 0.3678
H 6.547 0.957 -5.835 -0.60 -0.26 -0.17 0.4122
H 5.165 4.375 -2.615 -0.39 0.12 0.00 0.4246
H 1.143 1.291 -1.395 -0.32 -0.11 0.28 1.0445
H 0.546 -1.261 -0.974 0.10 0.38 0.86 0.2351
H 2.134 -2.956 -1.714 0.01 0.05 0.31 0.0137
H 3.659 -2.391 -3.446 0.13 0.12 -0.33 0.5212
```
Forces are in eV/Å.

The calculation puts the total energy at -6425.47064 a.u. As for the lowest unoccupied orbital energy: 0.537 eV. The spin multiplicity is 1. The net charge is -1. The value obtained for the HOMO energy is -6.42 eV.

=====

Q: Which formula does entry 1 have?
A: C36H40As2Br2N3O5ReSi